Entry 1:
C4H4O4 | ωB97M-V/def2-TZVPD

Structure (XYZ):
```
12
Properties=species:S:1:pos:R:3:nbo_charge:R:1
C -0.16 -1.43 1.89 0.46
C 0.36 -1.00 0.37 -0.17
C -0.27 0.43 -1.32 0.70
C 0.06 2.03 -1.18 0.33
H -0.53 -0.46 2.38 0.10
H 1.26 -0.43 0.51 0.20
H 0.30 -1.80 -0.28 0.21
H 0.08 2.59 -2.17 0.13
O -0.25 -2.45 2.47 -0.47
O -0.63 -0.02 -0.09 -0.53
O -0.49 -0.09 -2.41 -0.50
O 0.26 2.64 -0.17 -0.46
```

Summary:
Electronic energy (Eh): -455.6958
Multiplicity: 1
ΔE to the lowest compared entry with this formula, charge and spin (kcal per mole): 73.6
Frontier orbital gap (eV): 9.4
LUMO energy (eV): -0.808
HOMO (eV): -10.25

Entry 2:
C17H20CuN3O2SSi | ωB97M-V/def2-TZVPD

Structure (XYZ):
```
45
Properties=species:S:1:pos:R:3:nbo_charge:R:1
Cu -0.80 0.30 -0.59 0.91
O -4.68 1.79 -0.87 -0.75
C -3.43 1.79 -1.02 0.77
O -2.70 0.73 -0.95 -0.85
C -2.79 3.10 -1.32 -0.20
C -3.50 4.09 -1.98 -0.17
C -2.91 5.28 -2.36 -0.31
C -1.58 5.52 -2.03 -0.23
C -0.84 4.52 -1.35 -0.26
C -1.43 3.30 -0.95 -0.13
S -0.44 2.38 0.10 -0.39
H -4.57 3.93 -2.16 0.22
H -3.49 5.99 -2.93 0.18
H -1.07 6.47 -2.26 0.18
H 0.22 4.64 -1.11 0.21
C -3.10 -2.13 -0.73 -0.66
C -1.71 -2.57 -0.31 0.28
C -1.45 -3.92 -0.11 -0.40
C -0.19 -4.32 0.37 -0.18
C 0.73 -3.37 0.68 -0.35
C 0.40 -2.00 0.56 0.41
N -0.74 -1.67 -0.13 -0.62
N 1.12 -1.01 1.01 -1.07
Si 2.68 -1.11 1.70 1.79
C 4.10 -1.94 0.70 -1.11
C 2.58 -2.25 3.23 -1.12
C 3.23 0.67 1.97 -1.13
H -3.32 -1.15 -0.30 0.29
H -3.78 -2.90 -0.36 0.18
H -3.17 -2.04 -1.82 0.21
H -2.25 -4.64 -0.26 0.18
H 0.07 -5.37 0.52 0.18
H 1.70 -3.61 1.13 0.19
H 3.99 -3.01 0.47 0.22
H 5.00 -1.83 1.35 0.20
H 4.40 -1.41 -0.22 0.21
H 2.71 -3.31 2.99 0.22
H 1.67 -2.20 3.86 0.23
H 3.43 -2.03 3.88 0.20
H 4.23 0.86 1.56 0.21
H 3.28 0.91 3.02 0.22
H 2.56 1.38 1.48 0.28
N 2.02 0.77 -1.42 -0.80
C 0.86 0.65 -1.30 0.16
H 2.97 0.73 -1.75 0.42
```

Summary:
Electronic energy (Eh): -3302.7613
Multiplicity: 1
Total charge: -2
ΔE to the lowest compared entry with this formula, charge and spin (kcal per mole): 0.0
Frontier orbital gap (eV): 4.7
LUMO energy (eV): 5.048
HOMO (eV): 0.33